No. 1
Formula: C16H21N3O2
Source: the OMol25 dataset
Level of theory: ωB97M-V with the def2-TZVPD basis set

Structure (XYZ):
```
42
Properties=species:S:1:pos:R:3:mulliken_charge:R:1
C -3.59 0.47 -3.36 -1.149
C -3.08 -0.42 -2.25 -0.574
C -2.03 0.32 -1.42 -0.324
C -0.68 0.55 -2.11 -0.560
O 0.27 1.23 -1.27 -0.450
C 0.65 0.49 -0.12 0.795
C 0.63 -0.89 0.07 -0.937
C 1.21 -1.17 1.39 0.629
C 1.58 -2.50 1.98 -0.331
O 1.26 -3.47 1.33 -0.653
N 2.20 -2.74 3.23 0.046
C 2.72 -1.68 4.05 -0.795
C 2.33 -4.13 3.68 -0.841
N 1.51 -0.02 1.96 -0.843
N 1.17 0.96 1.11 0.679
C 1.41 2.31 1.49 0.682
C 0.96 3.44 0.78 -0.339
C 1.26 4.75 1.23 -0.732
C 2.03 4.93 2.37 -0.317
C 2.43 3.83 3.12 -0.769
C 2.12 2.53 2.68 -0.206
H -3.79 1.50 -2.99 0.288
H -2.86 0.62 -4.14 0.309
H -4.52 0.04 -3.76 0.350
H -2.62 -1.31 -2.67 0.287
H -3.90 -0.73 -1.60 0.354
H -1.84 -0.32 -0.56 0.415
H -2.42 1.31 -1.06 0.261
H -0.86 1.18 -3.00 0.391
H -0.20 -0.39 -2.46 0.233
H 0.32 -1.67 -0.60 0.501
H 3.27 -1.02 3.42 0.286
H 3.40 -2.10 4.82 0.398
H 1.91 -1.07 4.46 0.244
H 2.91 -4.69 2.95 0.286
H 1.32 -4.54 3.74 0.291
H 2.84 -4.24 4.67 0.303
H 0.43 3.33 -0.16 0.364
H 0.96 5.63 0.66 0.345
H 2.32 5.94 2.65 0.351
H 3.01 3.96 4.05 0.345
H 2.43 1.67 3.25 0.386
```

Computed properties:
Structure (SMILES) = CCCCOc1cc(C(=O)N(C)C)nn1-c1ccccc1
Gap between HOMO and LUMO = 9.4 eV
Energy above the lowest of the compared OMol25 structures with the same formula, charge and spin = 88.2 kcal per mole
HOMO level = -8.572 eV

No. 2
Formula: C16H21NO10
Source: the OMol25 dataset
Level of theory: ωB97M-V with the def2-TZVPD basis set

Structure (XYZ):
```
48
Properties=species:S:1:pos:R:3:mulliken_charge:R:1
C 3.52 -1.14 -0.53 -0.646
N 2.30 -1.89 -0.76 -0.280
C 1.57 -1.46 -1.95 -1.432
C 0.86 -0.21 -1.64 0.383
C -0.19 0.00 -0.87 0.799
C -1.02 -0.96 -0.14 -0.550
C -1.95 -1.62 -1.13 0.033
O -1.59 -2.37 -2.00 -0.499
C -0.43 1.48 -0.84 0.121
O -1.25 2.05 -0.19 -0.586
O 0.46 2.07 -1.68 -0.310
C 1.32 1.10 -2.16 0.462
O 2.28 1.35 -2.84 -0.554
H 4.31 -1.44 -1.22 0.284
H 3.86 -1.33 0.48 0.340
H 3.37 -0.08 -0.64 0.089
H 2.47 -2.88 -0.80 0.260
H 2.24 -1.32 -2.80 0.320
H 0.87 -2.24 -2.22 0.560
H -0.42 -1.69 0.38 0.413
H -1.64 -0.42 0.55 0.411
H -3.02 -1.37 -1.06 0.405
C -6.25 -2.63 1.84 -1.466
C -5.03 -3.49 1.61 0.518
C -4.71 -4.46 2.73 -0.522
O -3.28 -4.59 2.61 -0.341
C -2.81 -3.45 2.06 0.637
O -1.67 -3.15 2.00 -0.489
O -3.83 -2.70 1.57 -0.321
H -7.14 -3.24 1.95 0.387
H -6.12 -2.02 2.74 0.359
H -6.40 -1.94 1.01 0.360
H -5.11 -4.01 0.65 0.256
H -5.19 -5.42 2.61 0.305
H -4.94 -4.05 3.71 0.313
C 2.92 6.19 -0.22 -1.501
C 3.79 4.96 -0.27 0.470
C 3.27 3.84 -1.14 -0.375
O 3.82 2.68 -0.49 -0.266
C 4.00 2.98 0.82 0.643
O 4.25 2.19 1.66 -0.539
O 3.85 4.31 1.02 -0.374
H 2.81 6.62 -1.21 0.366
H 1.93 5.94 0.17 0.363
H 3.35 6.94 0.45 0.388
H 4.81 5.23 -0.55 0.284
H 3.60 3.90 -2.17 0.344
H 2.18 3.76 -1.11 0.179
```

Computed properties:
Structure (SMILES) = CNCC1=C(CC=O)C(=O)OC1=O.C[C@@H]1COC(=O)O1.C[C@@H]1COC(=O)O1
Gap between HOMO and LUMO = 8.2 eV
Energy above the lowest of the compared OMol25 structures with the same formula, charge and spin = 0.0 kcal per mole
HOMO level = -8.854 eV

No. 3
Formula: C16H22BClO2Pm
Source: the OMol25 dataset
Level of theory: ωB97M-V with the def2-TZVPD basis set

Structure (XYZ):
```
43
Properties=species:S:1:pos:R:3:mulliken_charge:R:1
C -1.71 3.08 -1.38 -0.543
C -3.08 2.82 -1.09 -0.575
C -3.48 1.67 -1.84 -0.370
H -3.72 3.37 -0.40 0.383
C -2.35 1.21 -2.59 -0.554
C -1.25 2.08 -2.30 -0.439
H -0.23 1.95 -2.66 0.469
H -1.09 3.85 -0.91 0.459
H -4.47 1.23 -1.86 0.504
H -2.35 0.36 -3.26 0.366
Pm -1.62 0.97 -0.04 0.861
Cl -0.92 2.13 2.09 -0.593
C -2.60 -1.64 1.65 -0.510
C -2.85 -2.11 0.32 -0.411
C -3.94 -1.36 -0.21 -0.484
H -2.30 -2.90 -0.19 0.365
C -4.36 -0.43 0.79 -0.538
C -3.54 -0.60 1.94 -0.699
H -3.63 -0.07 2.88 0.390
H -1.82 -2.01 2.32 0.384
H -4.38 -1.48 -1.20 0.404
H -5.19 0.26 0.70 0.430
C 2.93 -2.51 -0.03 -1.979
C 2.45 -1.24 0.68 1.776
C 3.00 -1.24 2.08 -1.894
O 1.02 -1.31 0.74 -0.355
B 0.63 -0.51 -0.31 0.266
O 1.60 0.13 -1.05 -0.585
C 2.73 0.07 -0.16 1.638
C 2.78 1.34 0.70 -1.813
C 3.95 0.04 -1.03 -1.933
H 2.60 -3.38 0.54 0.484
H 4.03 -2.53 -0.07 0.359
H 2.54 -2.60 -1.05 0.336
H 2.70 -2.17 2.58 0.466
H 4.10 -1.21 2.05 0.352
H 2.64 -0.39 2.67 0.349
H 3.68 1.33 1.32 0.384
H 2.84 2.21 0.04 0.469
H 1.90 1.48 1.35 0.202
H 3.92 -0.81 -1.72 0.371
H 3.98 0.96 -1.62 0.477
H 4.85 -0.01 -0.42 0.329
```

Computed properties:
Gap between HOMO and LUMO (alpha / beta) = 6.3 / 6.2 eV
Energy above the lowest of the compared OMol25 structures with the same formula, charge and spin = 34.7 kcal per mole
Net charge = -1
HOMO level (alpha / beta) = -3.516 / -3.443 eV
2S+1 = 5

No. 4
Formula: C16H22BClO2Pm
Source: the OMol25 dataset
Level of theory: ωB97M-V with the def2-TZVPD basis set

Structure (XYZ):
```
43
Properties=species:S:1:pos:R:3:mulliken_charge:R:1
C -2.56 -0.96 -0.17 -0.521
C -1.87 -1.15 -1.42 -0.571
C -1.56 0.15 -1.94 -0.513
H -1.66 -2.11 -1.89 0.407
C -2.04 1.13 -1.02 -0.550
C -2.64 0.44 0.08 -0.420
H -3.11 0.91 0.94 0.386
H -2.96 -1.75 0.46 0.461
H -1.09 0.36 -2.90 0.506
H -2.00 2.21 -1.15 0.373
Pm -0.03 -0.31 0.23 0.971
Cl 0.17 -2.45 1.56 -0.604
C 2.71 0.15 0.17 -0.579
C 2.22 1.36 -0.37 -0.521
C 1.63 1.08 -1.64 -0.446
H 2.29 2.35 0.09 0.407
C 1.74 -0.33 -1.86 -0.486
C 2.42 -0.91 -0.74 -0.630
H 2.67 -1.96 -0.62 0.454
H 3.22 0.04 1.14 0.389
H 1.21 1.81 -2.33 0.401
H 1.41 -0.86 -2.76 0.457
C 0.99 2.62 5.02 -1.957
C 0.68 1.16 4.67 1.693
C 1.48 0.27 5.59 -1.928
O 1.13 0.95 3.32 -0.375
B -0.03 1.03 2.61 0.396
O -1.22 1.27 3.27 -0.667
C -0.87 0.86 4.60 1.667
C -1.19 -0.64 4.73 -1.734
C -1.75 1.61 5.56 -1.954
H 2.07 2.80 4.94 0.472
H 0.69 2.84 6.05 0.366
H 0.49 3.34 4.34 0.314
H 2.54 0.54 5.55 0.469
H 1.15 0.41 6.62 0.359
H 1.39 -0.80 5.34 0.343
H -1.00 -0.98 5.75 0.381
H -2.26 -0.80 4.52 0.474
H -0.63 -1.28 4.02 0.135
H -1.66 2.70 5.47 0.360
H -2.80 1.34 5.40 0.470
H -1.50 1.33 6.58 0.346
```

Computed properties:
Gap between HOMO and LUMO (alpha / beta) = 6.1 / 6.0 eV
Energy above the lowest of the compared OMol25 structures with the same formula, charge and spin = 0.0 kcal per mole
Net charge = -1
HOMO level (alpha / beta) = -3.247 / -3.169 eV
2S+1 = 5

Question: Look up the energy above the lowest of the compared OMol25 structures with the same formula, charge and spin of the third one.
Answer: 34.7 kcal per mole

Question: Which of these has the highest energy above the lowest of the compared OMol25 structures with the same formula, charge and spin?
Answer: C16H21N3O2